A structure of composition C29H54P2SiV in a non-equilibrium geometry. Source: the OMol25 dataset; level of theory: ωB97M-V/def2-TZVPD.

Properties
charge = +2
spin multiplicity = 2
energy relative to the best compared isomer or geometry (same formula, charge and spin) = 13.20 kcal per mole
calculated total energy = -3052.92394 a.u.
<S²> = 0.77
Kohn-Sham gap (alpha / beta) = 7.34 / 5.18 eV

Geometry (Å):
V: -1.099 0.004 -2.173
C: -2.421 1.668 -0.896
C: -3.070 0.756 -1.819
C: -2.447 -0.404 0.119
C: -2.110 0.963 0.296
C: -3.023 -0.574 -1.183
C: -2.240 3.134 -1.067
H: -2.208 3.436 -2.120
H: -1.307 3.472 -0.588
H: -3.056 3.706 -0.603
C: -1.629 1.539 1.573
H: -1.407 2.605 1.494
H: -0.711 1.027 1.881
H: -2.339 1.421 2.402
C: -2.457 -1.384 1.231
H: -3.217 -1.146 1.994
H: -1.478 -1.386 1.731
H: -2.663 -2.398 0.879
C: -3.610 -1.826 -1.715
H: -4.203 -1.645 -2.621
H: -4.270 -2.281 -0.969
H: -2.833 -2.564 -1.964
C: -3.822 1.162 -3.028
H: -4.775 1.627 -2.725
H: -4.054 0.305 -3.672
H: -3.259 1.906 -3.605
C: 0.791 0.586 -2.066
C: -0.087 1.599 -2.693
C: -0.199 1.752 -4.174
C: -0.803 0.551 -4.943
C: -1.357 -0.529 -4.062
C: -0.482 -1.475 -3.346
C: 1.001 -1.445 -3.593
C: 1.705 -0.233 -2.935
H: 0.780 1.979 -4.623
H: -0.051 0.168 -5.653
H: -0.848 2.617 -4.376
H: 2.162 0.384 -3.730
H: 1.221 0.851 -1.093
H: -0.138 2.566 -2.187
H: 2.551 -0.603 -2.333
H: 1.468 -2.368 -3.216
H: -0.916 -2.469 -3.195
H: 1.232 -1.435 -4.680
H: -1.626 0.913 -5.578
H: -2.282 -0.970 -4.438
P: 1.834 2.466 1.042
C: 1.653 3.491 2.566
H: 2.595 3.983 2.853
H: 1.289 2.872 3.400
H: 0.891 4.260 2.362
C: 3.436 1.598 1.319
H: 4.179 2.233 1.826
H: 3.829 1.277 0.343
H: 3.223 0.699 1.913
C: 2.387 3.766 -0.141
H: 2.485 3.304 -1.132
H: 3.345 4.218 0.154
H: 1.610 4.542 -0.191
P: 1.497 -3.055 0.813
C: -0.019 -3.580 0.031
H: 0.118 -4.584 -0.389
H: -0.273 -2.862 -0.758
H: -0.845 -3.591 0.748
C: 2.768 -2.873 -0.432
H: 2.316 -2.482 -1.349
H: 3.226 -3.853 -0.612
H: 3.519 -2.164 -0.062
C: 2.045 -4.287 2.004
H: 2.455 -5.143 1.442
H: 1.214 -4.625 2.636
H: 2.831 -3.869 2.653
C: -0.786 0.530 4.734
Si: 0.773 -0.408 4.281
C: 2.379 0.460 4.716
C: 0.701 -2.150 5.016
C: 0.881 -0.703 2.423
C: 1.156 -1.497 1.502
H: -1.000 0.421 5.805
H: -1.647 0.126 4.185
H: -0.712 1.603 4.514
H: 2.566 0.438 5.796
H: 3.207 -0.066 4.217
H: 2.401 1.506 4.386
H: -0.196 -2.671 4.639
H: 1.586 -2.726 4.696
H: 0.666 -2.161 6.115